Record 1
Molecular formula: C4H6N2S
Method: DFT, wB97M-V/def2-TZVPD

XYZ file:
```
13
Properties=species:S:1:pos:R:3:forces:R:3
C 0.9483 1.3889 -0.1665 1.823 -0.605 -3.285
C -0.2649 1.4340 0.7453 -2.154 -1.352 0.774
C -1.3622 0.8497 -0.2031 -2.063 1.127 -2.031
C 0.0449 -1.4424 0.4353 2.811 0.083 -0.913
H 0.5288 1.5337 -1.5123 1.550 0.152 4.468
H 2.0188 2.0122 0.0706 -3.389 -1.646 -0.577
H -0.2654 0.6932 1.6792 0.631 1.977 -1.676
H -0.6432 2.4712 0.9986 0.789 -1.213 -0.005
H -2.0103 1.7161 -0.6578 1.371 -1.886 0.305
H 0.3878 -2.3933 0.8209 -0.023 0.145 0.791
N -1.6396 -0.3748 -0.6237 -0.094 5.101 1.501
N -1.1557 -1.2669 0.2145 -0.959 -2.823 0.474
S 1.4596 -0.4951 -0.2125 -0.293 0.940 0.175
```
Positions in Å, forces in eV/Å.

The value obtained for the electronic energy is -663.54733 Ha. The value obtained for the LUMO energy is 0.63 eV. The total charge is 0. The molecular weight is 114.173 g/mol. Its orbital gap is 9.53 eV.

---

Record 2
Molecular formula: C4H6N2S
Method: DFT, wB97M-V/def2-TZVPD

XYZ file:
```
13
Properties=species:S:1:pos:R:3:forces:R:3
C 0.3256 1.5811 0.4942 -0.549 0.845 -0.584
C 1.9781 -0.0426 -0.2991 0.521 -2.121 -3.567
C -2.5383 -0.3658 -0.1424 0.218 -1.166 -2.462
C 1.2835 0.5973 0.7312 -1.659 -1.568 3.632
N -0.4578 2.3627 0.1377 0.339 -0.306 0.378
N 2.6611 -1.0776 0.0220 -0.484 1.315 2.332
S -1.2275 -1.3005 0.6450 0.438 0.855 0.444
H 1.7869 0.1363 -1.4384 0.147 0.461 2.177
H -3.5930 -0.3372 0.1747 0.654 -0.408 0.751
H -2.5347 -0.7907 -1.2099 -0.254 0.912 1.321
H -2.2242 0.6702 -0.2303 0.409 0.612 0.028
H 1.5005 0.1637 1.8224 -0.503 1.385 -2.550
H 3.0398 -1.5970 -0.7069 0.723 -0.816 -1.899
```
Positions in Å, forces in eV/Å.

The value obtained for the electronic energy is -663.53702 Ha. The value obtained for the LUMO energy (alpha / beta) is -3.28 / -3.28 eV. The total charge is 0. The molecular weight is 114.173 g/mol. Its orbital gap (alpha / beta) is 5.25 / 5.15 eV.

---

Record 3
Molecular formula: C4H6N2S2
Method: DFT, wB97M-V/def2-TZVPD

XYZ file:
```
14
Properties=species:S:1:pos:R:3:forces:R:3
S -0.3498 2.1836 2.7477 0.929 1.484 1.220
C -0.7217 0.8645 2.0419 -1.533 -1.583 -2.152
N -1.2676 -0.0310 1.4631 0.232 -0.515 -0.080
N -1.5802 -0.6224 0.2701 -0.767 0.170 -0.171
C -0.7039 -0.4548 -0.9054 0.069 0.077 -0.651
C 0.7511 -0.6361 -0.4586 0.997 1.664 -0.351
C 1.6876 0.5715 -0.4932 -0.760 1.132 -0.661
S 1.2055 2.0477 -0.9444 0.440 -0.101 0.270
H -2.0951 -1.5003 0.4007 0.786 0.740 -0.059
H -0.8453 0.5243 -1.4609 0.028 -0.821 1.168
H -0.9872 -1.2110 -1.7000 0.211 0.480 1.306
H 1.3464 -1.1750 -1.1716 -0.116 -1.618 -0.039
H 0.7852 -0.9603 0.5761 0.222 -0.895 -0.093
H 2.7749 0.3993 -0.3656 -0.736 -0.214 0.294
```
Positions in Å, forces in eV/Å.

As for the SMILES: S=C=NNCCC=S. The value obtained for the electronic energy is -1061.79142 Ha. The value obtained for the LUMO energy is -0.11 eV. The total charge is 0. The molecular weight is 146.240 g/mol. Its orbital gap is 8.00 eV.

---

Record 4
Molecular formula: C4H6N2S2
Method: DFT, wB97M-V/def2-TZVPD

XYZ file:
```
14
Properties=species:S:1:pos:R:3:forces:R:3
S -1.1319 1.8733 2.0234 1.942 -1.568 -0.336
C 0.0564 0.7937 1.3563 -3.004 2.942 0.543
N 1.3620 1.0755 1.2769 1.206 1.133 -1.450
S 2.2147 0.3448 -0.2023 -1.648 0.571 1.307
C 0.8530 -0.7711 -0.3135 -4.060 -3.286 0.188
C -0.3305 -0.7886 -1.5362 -0.510 -0.417 1.096
N -1.0639 0.2776 -0.7699 0.361 -0.755 -0.161
C -0.4773 -0.3084 0.4728 1.752 1.433 0.400
H 1.6192 2.0984 1.3332 -0.581 -1.646 0.456
H 1.0375 -1.7199 0.3034 0.414 0.712 -1.956
H -0.0808 -0.5514 -2.5780 0.154 -0.016 0.398
H -1.0079 -1.7313 -1.4769 1.792 0.957 -0.236
H -2.0758 0.5410 -0.9738 1.818 -1.053 0.910
H -0.9748 -1.1336 1.0847 0.362 0.992 -1.158
```
Positions in Å, forces in eV/Å.

As for the SMILES: S=C1NS[C@@H]2CN[C@H]12. The value obtained for the electronic energy is -1061.77675 Ha. The value obtained for the LUMO energy is -0.30 eV. The total charge is 0. The molecular weight is 146.240 g/mol. Its orbital gap is 7.93 eV.

---

Record 5
Molecular formula: C4H6N2S2
Method: DFT, wB97M-V/def2-TZVPD

XYZ file:
```
14
Properties=species:S:1:pos:R:3:forces:R:3
H -3.6710 0.7282 0.2504 0.174 -0.126 -0.122
N -3.4941 -0.1716 -0.2093 1.746 -0.202 -0.065
C -2.2290 -0.4492 -0.2971 -2.549 -0.296 0.599
N -1.1731 0.2686 0.2161 -0.695 -0.426 -0.958
C 0.1286 0.0325 -0.1909 1.620 -0.424 0.833
C 0.7678 -1.1496 -0.1989 -0.299 -0.103 0.660
S 2.5590 -1.1073 -0.1912 -0.725 0.864 -0.293
C 2.6944 0.7544 0.1266 -0.013 -0.982 0.883
S 1.1082 1.5021 -0.4089 0.643 -0.081 -0.128
H -2.0007 -1.4478 -0.7078 0.297 0.742 -0.098
H -1.3644 1.1022 0.7388 -0.034 0.288 -0.072
H 0.2170 -2.0953 0.0427 0.882 0.961 -0.237
H 2.8359 0.9665 1.2169 -0.161 -0.389 -0.867
H 3.6213 1.0661 -0.3874 -0.886 0.174 -0.136
```
Positions in Å, forces in eV/Å.

As for the SMILES: [H]/N=C\NC1=CSCS1. The value obtained for the electronic energy is -1061.85770 Ha. The value obtained for the LUMO energy is 0.46 eV. The total charge is 0. The molecular weight is 146.240 g/mol. Its orbital gap is 8.31 eV.

---

Record 6
Molecular formula: C4H6N3
Method: DFT, wB97M-V/def2-TZVPD

XYZ file:
```
13
Properties=species:S:1:pos:R:3:forces:R:3
C 0.5582 1.8718 -0.3457 1.444 -1.644 -3.510
N 0.1811 0.5148 -0.0970 -0.126 -1.137 0.758
C 0.5004 -0.0753 1.0724 1.611 2.601 0.944
N 0.1118 -1.2615 1.3706 -1.398 -2.775 -0.611
C -0.6313 -1.8949 0.4351 0.473 -1.504 0.650
C -0.9468 -1.2692 -0.7617 -1.227 -1.185 -2.674
N -0.5347 -0.0710 -1.0500 0.673 1.040 0.885
H 1.1852 1.8420 -1.2844 -1.000 0.479 0.792
H -0.3333 2.3733 -0.4162 -1.822 1.767 -0.552
H 1.1499 2.2120 0.4005 1.664 1.092 2.467
H 1.1867 0.5180 1.8434 -1.676 -1.213 -1.929
H -0.9254 -3.0002 0.4926 0.489 1.809 0.713
H -1.5018 -1.7599 -1.6595 0.894 0.670 2.068
```
Positions in Å, forces in eV/Å.

As for the SMILES: C[n+]1cnccn1. The value obtained for the electronic energy is -319.95966 Ha. The value obtained for the LUMO energy is -6.08 eV. The total charge is +1. The molecular weight is 96.113 g/mol. Its orbital gap is 9.80 eV.

---

Record 7
Molecular formula: C4H6N3
Method: DFT, wB97M-V/def2-TZVPD

XYZ file:
```
13
Properties=species:S:1:pos:R:3:forces:R:3
C 2.2202 -0.0420 -0.0343 -2.666 0.869 0.379
C -1.1380 -1.4574 0.0991 -0.688 -1.085 0.325
C -0.2023 0.4457 0.4170 0.526 1.016 -0.741
C -1.0105 1.4651 -0.3451 -1.347 0.593 0.543
N 1.0786 0.2748 0.2029 -1.163 0.372 -0.058
N -1.6712 -2.4409 0.4072 0.966 1.793 -0.723
N 3.3453 -0.3234 -0.1209 1.496 -1.280 1.105
H -0.5095 0.2550 1.3986 -0.422 -0.350 1.412
H -1.6502 2.2199 0.2635 1.878 -1.126 -0.302
H -1.8504 1.0327 -0.8632 -0.092 -0.777 -0.405
H -0.4113 1.9361 -1.0988 0.318 0.449 -0.174
H -2.1691 -3.2871 0.4911 -0.453 -0.858 0.221
H 3.9686 -0.0785 -0.8171 1.645 0.384 -1.583
```
Positions in Å, forces in eV/Å.

The value obtained for the electronic energy is -319.90787 Ha. The value obtained for the LUMO energy is -4.94 eV. The total charge is +1. The molecular weight is 96.113 g/mol. Its orbital gap is 10.11 eV.

---

Record 8
Molecular formula: C4H6N3O
Method: DFT, wB97M-V/def2-TZVPD

XYZ file:
```
14
Properties=species:S:1:pos:R:3:forces:R:3
C -1.4033 0.1429 1.5961 0.320 -1.512 -1.696
C -2.2581 0.1480 2.5615 -1.494 -0.192 0.554
C 0.8215 0.7378 -1.0573 1.743 -0.179 -0.283
C 1.9662 -0.0544 -0.5217 -1.538 -0.554 1.521
N -0.0553 0.2644 -1.8960 -0.210 3.666 0.579
N -0.5252 -1.6884 -3.0650 0.182 0.112 0.267
N -0.2097 -0.8271 -2.4414 0.124 -1.923 -0.417
O -0.6143 -0.0634 0.7287 -0.962 0.844 1.397
H -1.7559 0.4572 3.4668 -0.332 0.095 0.473
H -3.3628 -0.1851 2.5647 2.196 0.780 -0.296
H 0.9390 1.8539 -0.8766 -1.392 -1.402 -0.357
H 2.2945 -0.6809 -1.3722 0.553 0.168 0.774
H 2.6847 0.6278 -0.0005 -0.308 -0.910 -0.881
H 1.4788 -0.7327 0.3129 1.117 1.005 -1.635
```
Positions in Å, forces in eV/Å.

The value obtained for the electronic energy is -395.09913 Ha. The value obtained for the LUMO energy is -6.10 eV. The total charge is +1. The molecular weight is 112.112 g/mol. Its orbital gap is 7.14 eV.

---

Record 9
Molecular formula: C4H6N3P
Method: DFT, wB97M-V/def2-TZVPD

XYZ file:
```
14
Properties=species:S:1:pos:R:3:forces:R:3
C 0.1244 -2.7885 0.9105 0.150 -1.375 3.230
C -2.0978 -0.5149 0.0303 -0.846 -2.244 -1.099
C 0.3104 0.3568 -1.3514 -1.482 -2.056 0.655
C 0.8974 1.8685 0.3200 2.329 -0.539 0.274
N 0.1601 -3.2513 1.9587 0.101 -0.068 -0.336
N -2.4968 -1.5002 -0.4509 0.296 1.107 0.335
N -0.0542 0.9388 -0.2241 1.819 -1.512 -2.775
P -1.3610 0.8243 0.8072 -1.091 0.755 1.736
H -0.2551 -0.5873 -1.7136 0.812 2.109 0.469
H 0.0521 -2.2732 0.0565 -0.223 1.379 -2.817
H 1.2638 0.6230 -1.7650 0.151 0.075 -0.182
H 1.7391 1.4300 0.9220 -1.180 -0.249 -0.418
H 1.4146 2.4299 -0.4298 -0.202 0.531 -0.664
H 0.3030 2.4442 0.9297 -0.633 2.087 1.593
```
Positions in Å, forces in eV/Å.

The value obtained for the electronic energy is -661.52053 Ha. The value obtained for the LUMO energy (alpha / beta) is -0.76 / -0.76 eV. The total charge is 0. The molecular weight is 127.087 g/mol. Its orbital gap (alpha / beta) is 7.26 / 7.26 eV.

---

Computed ΔE to the lowest compared entry with this formula, charge and spin (kcal/mol) in order:
113.7, 120.2, 78.3, 87.5, 36.7, 45.2, 77.7, 93.8, 18.2
Computed F_max (eV/Å) in order:
5.32, 4.29, 3.08, 5.23, 2.63, 4.14, 2.83, 3.72, 3.65